Entry from the Open Molecules 2025 dataset: a 3-piece molecular cluster, C20H47N3O3 overall at a distorted geometry (ωB97M-V/def2-TZVPD).

Summary:
E_tot	-1180.15948	a.u.
HOMO level	-8.18	eV
SMILES	CCCN[C@H](COCC)OC=O.CCN(CC)CC.CCN(CC)CC
molecular weight	377.61	g mol⁻¹
LUMO	0.0212	Eh
multiplicity	1

XYZ file:
```
73
Properties=species:S:1:pos:R:3:mulliken_charge:R:1
C 2.05357 3.41169 -0.40488 -1.361
C 2.96790 2.87426 -1.50822 -0.122
C 4.43182 2.66342 -1.09400 -0.661
N 4.60060 2.57448 0.33752 0.073
C 5.93387 2.26517 0.73558 -0.301
C 6.40314 0.83644 0.36698 -0.838
O 5.34634 -0.08002 0.23440 -0.373
C 4.80862 -0.51053 1.46788 -0.187
C 3.43782 -1.10360 1.20919 -1.113
O 6.11419 2.40829 2.14953 -0.373
C 5.68185 3.55093 2.72408 0.199
O 5.99320 3.84021 3.87499 -0.517
H 2.49769 4.25634 0.10614 0.330
H 1.09184 3.68000 -0.82708 0.436
H 1.85959 2.63083 0.32584 0.280
H 2.56762 1.90897 -1.81212 -0.042
H 2.89624 3.52209 -2.37410 0.421
H 4.79760 1.77770 -1.61674 0.313
H 5.03124 3.49223 -1.46997 0.314
H 3.93658 1.94157 0.75608 0.178
H 6.60218 2.95516 0.22183 0.589
H 7.11522 0.49162 1.11421 0.457
H 6.88660 0.89535 -0.60060 0.425
H 5.45805 -1.25767 1.92238 0.414
H 4.70973 0.31646 2.16923 0.259
H 2.86814 -1.18960 2.12678 0.386
H 3.52579 -2.06416 0.71432 0.344
H 2.88036 -0.45691 0.53540 0.110
H 5.02996 4.19453 2.13047 0.345
C 0.67444 1.32805 -4.37791 -1.538
C -0.09506 0.55863 -3.31510 -0.182
N -1.37180 1.16156 -2.98982 0.189
C -1.95849 0.64741 -1.76579 -0.891
C -2.35119 -0.83352 -1.71744 -0.304
C -2.27849 1.35261 -4.10745 -0.699
C -2.65936 0.12368 -4.94239 -0.954
H 0.76392 2.37955 -4.10129 0.306
H 1.67996 0.91555 -4.47216 0.429
H 0.20530 1.26649 -5.36046 0.405
H 0.50413 0.55097 -2.39980 0.307
H -0.18844 -0.49238 -3.63226 0.232
H -2.83342 1.25610 -1.52340 0.356
H -1.24059 0.83535 -0.96022 0.317
H -3.23917 -1.04165 -2.31309 0.236
H -2.58248 -1.11299 -0.68729 -0.152
H -1.54459 -1.48357 -2.05816 0.267
H -1.83470 2.09351 -4.77795 0.394
H -3.18640 1.82504 -3.72577 0.356
H -1.78469 -0.45982 -5.23287 0.250
H -3.15335 0.44635 -5.86096 0.381
H -3.35018 -0.53508 -4.41865 0.258
C -2.04268 -1.95309 2.35588 -1.357
C -3.17810 -2.30278 3.30622 -0.422
N -4.48428 -1.97496 2.76983 0.129
C -5.54277 -1.99550 3.76303 -0.693
C -5.87448 -3.33108 4.43914 -0.988
C -4.80077 -2.56931 1.48350 -0.138
C -4.72807 -4.09611 1.35744 -1.075
H -2.11307 -0.91299 2.03379 0.299
H -1.08434 -2.08819 2.85883 0.459
H -2.03881 -2.58983 1.46990 0.261
H -3.04625 -1.72646 4.22554 0.481
H -3.08956 -3.36369 3.58995 0.270
H -6.44940 -1.59510 3.30198 0.352
H -5.26897 -1.27691 4.54208 0.415
H -6.38983 -4.01445 3.76570 0.225
H -6.53801 -3.15539 5.28821 0.404
H -4.98251 -3.82892 4.82026 0.279
H -4.12799 -2.13672 0.73810 -0.214
H -5.79793 -2.23021 1.19356 0.409
H -3.79773 -4.49565 1.76333 0.251
H -4.76848 -4.37670 0.30301 0.419
H -5.55870 -4.59310 1.85584 0.289
```

***

Entry from the Open Molecules 2025 dataset: a 3-piece molecular cluster, C20H47N5O12P3S overall at a distorted geometry (ωB97M-V/def2-TZVPD).

Summary:
E_tot	-3388.91199	a.u.
HOMO level	-11.53	eV
molecular weight	674.61	g mol⁻¹
net charge	+1
LUMO	-0.1253	Eh
multiplicity	1

XYZ file:
```
88
Properties=species:S:1:pos:R:3:mulliken_charge:R:1
C -0.41109 2.64817 3.94484 -1.145
C 0.61009 1.62714 3.38086 0.599
O 1.28762 0.99507 4.13946 -0.556
N 0.68118 1.55056 1.95798 -0.167
C 1.71755 0.59455 1.50850 -0.782
C 2.18198 1.08827 0.07731 -0.601
C 3.35877 2.09723 0.28470 -0.266
C 4.77319 1.50884 -0.08374 -0.626
N 5.37623 0.69815 0.97815 0.235
C 6.29733 0.83133 1.97772 0.445
N 7.03184 1.93191 2.25242 -0.141
P 7.12853 3.45357 1.47630 0.454
O 7.77796 3.26147 -0.00001 -0.472
O 8.28179 4.28874 2.28712 -0.502
S 5.53420 4.52915 1.50523 -0.259
N 6.39947 -0.29568 2.68813 -0.649
C 5.56895 -1.20149 2.13428 0.021
N 4.99511 -0.56937 1.11944 0.074
O 4.10531 -1.24636 0.34157 -0.235
H 0.04815 3.64282 4.09962 0.338
H -0.88042 2.26214 4.86592 0.340
H -1.22046 2.79262 3.19805 0.272
H 1.03845 2.46730 1.67034 0.310
H 2.63142 0.64062 2.14172 0.339
H 1.31848 -0.43649 1.46713 0.327
H 2.40002 0.25381 -0.60568 0.011
H 1.32958 1.65987 -0.33944 0.538
H 3.20795 2.92616 -0.43712 0.373
H 3.33880 2.53435 1.29811 0.389
H 5.38628 2.31809 -0.49127 0.294
H 4.57111 0.82811 -0.93745 0.200
H 7.63766 1.81972 3.06574 0.324
H 7.30167 3.86911 -0.59344 0.380
H 7.91459 4.43715 3.17736 0.355
H 5.37516 -2.23923 2.40543 0.389
H 3.76176 -2.02088 0.81799 0.382
O 0.55281 -1.27873 -2.94146 -0.672
P 0.85635 -2.41348 -3.90270 1.138
O 2.03200 -1.58468 -4.72221 -0.453
C 3.30590 -1.42745 -4.11464 0.217
C 4.15413 -2.67956 -4.26643 -1.144
O -0.38903 -2.12242 -4.94266 -0.336
C -1.65180 -1.65182 -4.46299 -0.335
C -1.78719 -0.16314 -4.70665 -1.228
O 1.27233 -3.70299 -4.89906 -0.226
C 0.71549 -5.00218 -4.58628 -0.364
C -0.67666 -5.17174 -5.16696 -0.952
H 3.19025 -1.16231 -3.05561 -0.199
H 3.79546 -0.58998 -4.61504 0.371
H 3.72939 -3.50921 -3.69576 0.219
H 5.17127 -2.50368 -3.90952 0.441
H 4.19260 -2.99321 -5.30929 0.288
H -1.79019 -1.89679 -3.40879 0.382
H -2.42735 -2.18351 -5.01951 0.396
H -0.96828 0.39198 -4.24772 0.253
H -2.73131 0.21088 -4.30676 0.386
H -1.75230 0.04958 -5.77665 0.317
H 0.70990 -5.15854 -3.50495 0.316
H 1.38553 -5.74281 -5.02407 0.336
H -1.41039 -4.59908 -4.59728 0.183
H -0.97929 -6.21913 -5.13449 0.409
H -0.71471 -4.81864 -6.19726 0.281
O -5.36727 -1.39280 2.29659 -0.745
P -6.09492 -0.07937 2.23328 1.114
O -6.39355 0.04398 0.62738 -0.326
C -7.39287 -0.79750 0.05176 -0.337
C -8.78808 -0.25341 0.30373 -0.971
O -4.78620 0.92492 2.32638 -0.374
C -3.60226 0.51489 3.00360 -0.192
C -2.54855 0.08132 2.00479 -1.130
O -7.06739 1.24499 2.54130 -0.290
C -7.40707 1.51732 3.91936 -0.390
C -6.32041 2.31330 4.61933 -0.912
H -7.29750 -1.81683 0.43894 0.290
H -7.19992 -0.83100 -1.02114 0.326
H -9.03659 -0.29692 1.36675 0.236
H -9.53268 -0.83163 -0.24553 0.402
H -8.85402 0.79179 0.00018 0.244
H -3.81279 -0.27447 3.72683 0.413
H -3.23708 1.37744 3.56873 0.199
H -2.91872 -0.71262 1.35535 0.432
H -1.65034 -0.27428 2.51589 0.239
H -2.27289 0.91512 1.35595 0.247
H -7.60982 0.58340 4.44832 0.331
H -8.33078 2.09642 3.90476 0.335
H -5.45714 1.68374 4.84239 0.154
H -6.68887 2.71397 5.56466 0.415
H -5.97340 3.13439 3.99188 0.275
```

***

Entry from the Open Molecules 2025 dataset: a 4-piece molecular cluster, C20H48BFN4O9P2 overall (ωB97M-V/def2-TZVPD).

Summary:
E_tot	-2494.56074	a.u.
HOMO level	-8.17	eV
SMILES	CP(C)CO[C@@H](COCOCCO)[C@H](F)N(B(O)O)P(C)C.CN(C)C=O.CN(C)C=O.CN(C)C=O
molecular weight	580.38	g mol⁻¹
LUMO	0.0177	Eh
multiplicity	1

XYZ file:
```
85
Properties=species:S:1:pos:R:3:mulliken_charge:R:1
C 0.54115 -2.26555 3.83644 -1.028
P -0.76632 -2.64719 2.59872 -0.060
C 0.20340 -2.61157 1.04024 -0.663
C -1.53949 -0.95756 2.53336 -0.797
O -2.22507 -0.81566 1.29658 -0.034
C -2.34840 0.52190 0.83708 0.120
C -1.10291 0.93546 0.05663 0.505
O -0.93777 2.33898 0.14796 -0.263
C 0.23936 2.81549 -0.42657 -0.598
O 1.24654 2.96800 0.55010 -0.354
C 2.52043 2.44128 0.22407 -0.868
C 2.58242 0.92870 0.19419 0.406
O 2.37127 0.41156 1.49711 -0.574
C -3.63023 0.52154 0.00645 -0.536
F -3.57775 1.62844 -0.84779 -0.435
N -4.82398 0.55296 0.78410 0.212
B -4.96051 1.57568 1.85127 0.830
O -4.95421 1.22483 3.19407 -0.511
O -5.03298 2.87903 1.48912 -0.523
P -5.87037 -0.78814 0.99403 -0.030
C -6.65522 -0.93494 -0.67839 -1.090
C -4.84500 -2.30820 0.98079 -1.009
H 1.03725 -1.31049 3.64574 0.240
H 0.08462 -2.22025 4.82915 0.352
H 1.28110 -3.06928 3.84282 0.390
H 0.93300 -3.42650 1.07498 0.459
H -0.47377 -2.79636 0.20354 0.298
H 0.73938 -1.67536 0.87118 -0.154
H -0.78225 -0.17368 2.66831 0.521
H -2.25812 -0.88464 3.36231 0.338
H -2.44733 1.21296 1.68608 0.109
H -1.17769 0.62221 -0.99416 0.314
H -0.24773 0.42561 0.51631 -0.387
H 0.58631 2.13768 -1.22086 0.441
H 0.01410 3.79195 -0.86411 0.306
H 3.18950 2.78826 1.01508 0.417
H 2.89180 2.85066 -0.72648 0.326
H 3.56826 0.62490 -0.17471 -0.063
H 1.83578 0.51599 -0.49949 0.213
H 2.78597 -0.46001 1.52468 0.317
H -3.63995 -0.36453 -0.63772 0.292
H -5.51814 0.46760 3.38452 0.247
H -5.24560 3.46383 2.23608 0.328
H -7.73926 -0.99994 -0.56492 0.376
H -6.31330 -1.81642 -1.22750 0.312
H -6.41426 -0.04540 -1.26336 0.306
H -4.43996 -2.48965 1.97822 0.239
H -5.53094 -3.12677 0.73756 0.491
H -4.02559 -2.31316 0.26030 0.258
C -7.75364 7.32212 3.80326 -0.904
N -6.98539 6.16534 4.20758 0.113
C -7.28156 5.51345 5.47251 -0.919
C -5.99499 5.66277 3.45017 0.218
O -5.32418 4.69275 3.76409 -0.734
H -7.64907 8.13316 4.52670 0.341
H -8.81262 7.07365 3.70955 0.346
H -7.39490 7.67303 2.83710 0.289
H -6.40824 5.52516 6.12458 0.288
H -7.56345 4.47286 5.31121 0.285
H -8.10153 6.04031 5.95540 0.384
H -5.83606 6.21556 2.51050 0.287
C 5.51673 -1.79318 -3.36997 -0.901
N 4.81296 -2.29008 -2.20366 0.148
C 3.99381 -3.48428 -2.33494 -0.944
C 4.88881 -1.69350 -1.00484 0.056
O 4.31206 -2.07528 0.00004 -0.634
H 4.81162 -1.53027 -4.16086 0.329
H 6.19296 -2.54996 -3.76274 0.328
H 6.08242 -0.90310 -3.09667 0.297
H 2.95552 -3.26764 -2.08040 0.285
H 4.34641 -4.26707 -1.66288 0.307
H 4.05448 -3.83623 -3.36214 0.362
H 5.53408 -0.79818 -1.00735 0.364
C 10.16326 -4.63063 -5.92377 -0.919
N 8.90635 -3.91370 -5.91315 0.110
C 8.88287 -2.50910 -6.28290 -0.892
C 7.74520 -4.50647 -5.57508 0.127
O 6.66760 -3.94012 -5.55481 -0.591
H 10.87468 -4.18220 -5.22758 0.345
H 10.60515 -4.62935 -6.92208 0.338
H 9.99156 -5.66305 -5.62404 0.286
H 8.50525 -1.89968 -5.46122 0.242
H 8.23467 -2.34866 -7.14461 0.301
H 9.89433 -2.19327 -6.52792 0.380
H 7.85920 -5.57139 -5.31531 0.297
```